Formula: C16H16FNO4S
Source: OMol25
Level of theory: ωB97M-V/def2-TZVPD

```
39
Properties=species:S:1:pos:R:3:forces:R:3
S 1.571 -2.002 -0.433 0.12 0.05 0.50
F -3.205 2.490 -0.047 0.04 -0.01 0.00
O 4.839 0.356 1.242 0.09 -0.30 0.71
O 2.001 -3.133 0.332 -0.24 0.14 0.21
O 5.189 1.166 -0.807 0.05 0.00 -0.25
O 1.912 -1.905 -1.819 -0.23 0.29 -0.08
N 2.231 -0.671 0.322 -0.02 -0.82 -0.40
C -0.197 -1.806 -0.244 0.58 -0.27 -0.18
C -1.921 2.078 -0.104 0.20 -0.02 -0.10
C -0.007 1.177 0.981 0.03 0.14 -0.24
C -4.361 -1.063 0.291 -0.01 0.04 -0.01
C -0.958 -1.386 -1.316 -0.01 -0.06 -0.13
C -0.768 -2.028 0.993 -0.03 -0.13 0.10
C -2.906 -1.355 0.105 0.08 -0.07 -0.04
C 3.092 1.617 0.292 0.12 -0.46 -0.15
C -2.122 -1.802 1.164 0.09 -0.03 -0.07
C -1.255 2.111 -1.315 -0.21 0.15 0.15
C 4.484 1.044 0.154 0.02 0.32 -0.15
C -1.312 1.625 1.051 -0.11 0.11 -0.07
C 0.048 1.650 -1.367 0.11 0.04 0.26
C -2.310 -1.163 -1.139 0.05 -0.09 0.15
C 0.679 1.168 -0.228 -0.04 0.23 -0.16
C 2.086 0.617 -0.313 -0.09 0.51 -0.28
H 2.127 -0.689 1.323 0.02 -0.17 0.23
H -1.757 2.481 -2.194 -0.09 0.04 -0.09
H -0.149 -2.389 1.800 0.01 -0.06 0.18
H -4.947 -1.503 -0.513 -0.09 -0.03 -0.02
H -2.576 -1.971 2.130 -0.05 -0.03 0.10
H -2.915 -0.832 -1.970 -0.06 0.05 -0.11
H -0.476 -1.247 -2.270 -0.01 0.06 -0.15
H -1.858 1.623 1.981 -0.09 0.00 0.09
H 3.029 2.558 -0.255 0.02 -0.06 0.06
H -4.721 -1.448 1.241 -0.07 -0.02 0.05
H 0.475 0.822 1.880 0.02 -0.09 0.14
H 2.866 1.777 1.346 -0.06 0.08 0.01
H 2.344 0.439 -1.363 -0.02 0.24 0.09
H -4.527 0.014 0.270 -0.07 0.08 0.02
H 5.698 -0.074 1.110 -0.10 0.18 -0.23
H 0.579 1.655 -2.307 0.06 -0.03 -0.15
```
Positions in Å, forces in eV/Å.

* calculated total energy: -1473.09643 hartree
* highest occupied orbital energy: -9.2 eV
* E_LUMO: 0.4688 eV
* Kohn-Sham gap: 9.65 eV
* structure (SMILES): Cc1ccc(S(=O)(=O)N[C@H](CC(=O)O)c2ccc(F)cc2)cc1